Record 1
10
Properties=species:S:1:pos:R:3:lowdin_charge:R:1 method="wB97M-V/def2-TZVPD" e_homo_ev=-2.89 e_lumo_ev=3.1 de_lowest_kcal_mol=0.0 charge=-1
C 1.6422 -0.4320 -0.4488 -0.338
C 0.9402 -1.3030 0.3067 -0.331
O -0.6275 1.0624 1.1345 -0.246
C -1.7864 1.3122 0.7541 -0.420
O -1.7742 1.3992 -0.6548 -0.200
H 2.7279 -0.6408 -0.3398 -0.069
H 1.3007 -1.9992 1.0843 -0.010
H -2.6775 1.3060 -0.9731 0.038
Li 0.3300 1.0832 -0.7164 0.527
H -0.0753 -1.7881 -0.1468 0.050


Record 2
46
Properties=species:S:1:pos:R:3:lowdin_charge:R:1 method="wB97M-V/def2-TZVPD" e_homo_ev=-14.28 e_lumo_ev=-11.7 charge=+2
Hf -1.7118 -0.5585 3.0289 2.332
C 1.2813 -0.0615 -0.9411 -0.625
F 2.5909 0.0105 -1.1406 0.210
F 0.6180 0.6331 -1.8463 0.159
F 0.8683 -1.2952 -0.9456 0.179
S 0.6759 0.7157 0.7504 0.661
O 1.7116 0.4924 1.7492 -0.273
O 0.4316 2.1249 0.4605 -0.237
O -0.5770 -0.0079 1.2431 -0.470
N -1.4294 -2.6124 2.3033 -0.412
S -1.2190 -4.1142 2.8911 0.503
O 0.0171 -4.7995 2.7451 -0.135
O -2.4419 -4.8205 3.0363 -0.158
F -1.1752 -3.4141 4.3690 -0.228
S -1.6171 -3.3590 0.7172 0.614
O -2.8523 -4.0503 0.4907 -0.145
O -0.4270 -3.6065 -0.0460 -0.155
F -1.9949 -1.8901 0.1713 -0.219
C -2.1941 3.8257 0.5099 0.092
N -2.2353 3.0696 1.7815 -0.379
O -2.0871 3.6602 2.8303 0.151
O -2.3415 1.8484 1.7244 -0.078
H -1.2198 4.3065 0.4407 0.122
H -3.0214 4.5307 0.4809 0.129
H -2.2423 3.1082 -0.3064 0.091
C 2.7496 -0.8639 4.5718 0.131
N 1.7167 -1.6568 3.7929 -0.336
O 0.6142 -1.1091 3.5517 -0.165
O 1.9666 -2.7675 3.4840 0.231
H 2.4864 -1.1838 5.5820 0.127
H 2.5536 0.1971 4.4562 0.109
H 3.7149 -1.2447 4.2541 0.128
C 2.8778 1.4179 -4.5754 0.035
N 4.2817 1.9741 -4.6052 -0.441
O 5.2297 1.2617 -4.8612 0.080
O 4.3727 3.1706 -4.4326 0.071
H 2.4992 1.1601 -5.5600 0.103
H 2.1839 1.8904 -3.8873 0.078
H 3.0152 0.4457 -4.0925 0.079
C -2.1527 0.2714 -3.9296 0.057
N -3.0379 0.8156 -2.8551 -0.443
O -4.1188 1.2050 -3.2372 0.113
O -2.5637 0.8833 -1.7387 0.015
H -1.2707 0.9074 -3.9444 0.094
H -2.6349 0.2130 -4.8989 0.106
H -1.8906 -0.7239 -3.5725 0.099


Record 3
90
Properties=species:S:1:pos:R:3:lowdin_charge:R:1 method="wB97M-V/def2-TZVPD" e_homo_ev=-5.02 e_lumo_ev=1.4 charge=-1
Li -21.5409 1.1717 14.4681 0.640
Li -19.8599 3.5312 15.2396 0.722
Li -22.5277 4.0797 14.4745 0.692
C -18.1598 -0.8840 17.0016 -0.037
C -18.6288 -1.9703 16.3357 -0.392
C -19.3122 -1.7227 15.0049 -0.369
O -19.8209 -2.6725 14.3512 -0.006
C -19.4582 -0.4469 14.4606 -0.046
C -19.0171 0.6956 15.1571 -0.374
C -18.2244 0.4581 16.5099 -0.342
O -17.7595 1.4583 17.0796 -0.017
O -19.1000 1.8540 14.7004 -0.131
O -18.5642 -3.1059 16.8990 -0.041
H -17.7537 -0.9498 18.0019 0.101
H -19.8547 -0.4027 13.4548 0.123
C -21.7767 1.2261 17.7861 -0.059
C -22.1205 2.6007 17.2703 -0.606
C -21.4523 3.6526 18.1386 -0.075
O -21.8213 2.7606 15.9126 -0.433
H -20.8936 0.7460 17.3566 0.077
H -22.5946 0.5025 17.7247 0.065
H -21.5295 1.2608 18.8545 0.066
H -23.2047 2.6815 17.4440 0.085
H -20.3655 3.5606 18.1347 0.068
H -21.8303 3.6080 19.1679 0.061
H -21.6804 4.6957 17.8973 0.081
C -24.0016 3.7203 11.9182 -0.080
C -23.2335 2.4206 12.2803 -0.670
C -23.2132 1.4675 11.0691 -0.076
O -22.0676 2.5955 13.0212 -0.397
H -23.3432 4.2832 11.2520 0.077
H -24.3966 4.2691 12.7741 0.050
H -24.8790 3.3841 11.3608 0.068
H -24.0640 1.8940 12.7970 0.099
H -22.7011 1.9812 10.2471 0.073
H -24.2454 1.2350 10.8121 0.067
H -22.6457 0.5573 11.2603 0.071
C -25.4748 3.5421 20.1251 -0.660
O -26.4034 3.7945 20.8806 0.028
N -24.3620 2.8573 20.5607 0.144
N -25.3977 3.8558 18.8160 0.168
H -23.6411 2.7321 19.8740 0.060
H -24.3085 2.4258 21.4626 0.092
H -26.1801 4.1261 18.2444 0.096
H -24.5741 3.7171 18.2604 0.052
C -18.2495 3.5660 21.8002 -0.680
O -17.4922 4.4043 22.2800 0.014
N -19.5206 3.8480 21.4120 0.139
N -17.8884 2.2744 21.5480 0.163
H -20.1361 3.0668 21.2290 0.063
H -19.8222 4.7098 21.8382 0.110
H -18.5872 1.7792 21.0102 0.051
H -16.9218 2.0267 21.6339 0.106
C -26.4050 1.6477 15.9287 -0.630
O -26.3046 2.8705 16.0460 0.005
N -25.3803 0.7310 16.0144 0.185
N -27.5986 1.0376 15.7479 0.161
H -24.4576 1.1225 15.9509 0.085
H -25.5131 -0.2453 15.8460 0.099
H -27.5739 0.0393 15.7028 0.096
H -28.4025 1.5759 15.4827 0.111
C -22.1192 -3.0540 18.1242 -0.687
O -23.3631 -3.1293 18.1093 -0.038
N -21.3327 -4.1472 17.9209 0.154
N -21.4228 -1.9419 18.4092 0.188
H -21.7991 -5.0334 17.9387 0.096
H -20.5235 -3.9214 17.3516 0.071
H -20.4189 -2.0311 18.3435 0.089
H -21.9037 -1.1317 18.7469 0.074
O -19.5652 5.7911 19.3791 -0.063
H -19.8601 4.8944 19.5793 -0.024
H -20.3660 6.3235 19.4092 0.039
O -22.2464 -0.6730 14.9383 -0.083
H -23.0677 -0.9156 15.3759 0.039
H -21.7974 -1.5180 14.7635 0.050
O -21.8201 1.9032 21.8486 -0.057
H -21.4936 1.8500 22.7548 0.068
H -22.0232 0.9906 21.6085 0.065
O -24.1318 4.8520 15.5480 -0.094
H -24.6461 4.0233 15.5685 0.016
H -24.4875 5.3706 16.2744 0.053
O -19.0992 0.2225 19.7766 -0.070
H -18.2121 -0.0398 20.0417 0.047
H -19.0566 0.2695 18.8100 -0.002
O -18.3188 4.2134 16.8248 -0.101
H -17.9383 4.5535 17.6402 0.036
H -17.9762 3.2931 16.7542 0.007
O -23.1807 4.4000 22.7081 -0.065
H -22.9543 3.8460 21.9519 -0.028
H -22.3331 4.6785 23.0698 0.025


Record 4
45
Properties=species:S:1:pos:R:3:lowdin_charge:R:1 method="wB97M-V/def2-TZVPD" e_homo_ev=-9.72 e_lumo_ev=-1.2 de_lowest_kcal_mol=174.3
H 1.0481 -0.5150 -0.4965 0.050
H -0.1436 0.1781 -0.7769 -0.062
H -3.7709 -2.0348 0.3474 -0.020
H -5.2324 -2.1555 0.5970 0.056
H 0.0623 3.4101 -2.2726 0.085
H 0.1399 2.0558 -1.5910 -0.033
H 0.5700 1.3607 2.6555 0.054
H 1.9240 0.9323 3.4444 0.038
H 0.9004 -2.6272 -2.4017 -0.052
H 2.3245 -2.7653 -1.7291 0.055
H -0.4145 2.9562 0.2719 0.037
H -0.9507 1.6579 -0.3324 0.014
H -1.0221 3.8621 1.4905 -0.032
H -1.8347 3.6329 2.6994 0.055
H 1.8178 -4.0906 0.8734 0.095
H 1.9351 -2.8382 0.0259 0.043
H -2.0437 0.2566 0.5499 -0.036
H -2.2148 -0.7108 1.7497 0.056
H -1.2580 -1.7170 2.8396 0.021
H 0.2760 -1.9053 2.9694 0.015
H 0.7074 -1.1624 -3.3797 0.039
H -0.3180 -0.0647 -3.2464 0.016
H 3.6618 1.6977 -0.0486 -0.051
H 2.8645 1.8033 1.2140 0.047
H -1.4912 -5.0250 -0.6658 0.009
H -2.0428 -4.0690 0.4527 0.063
H 2.7127 -0.0642 -1.3910 -0.049
H 3.8370 -0.0417 -0.4976 0.036
H -0.4985 5.2932 -1.4684 -0.019
H -1.4199 4.1133 -1.8857 0.041
O 0.1263 -0.6857 -0.7604 0.011
O -4.3783 -2.5899 0.7680 -0.030
O 0.7235 2.7716 -1.7899 -0.059
O 1.0145 0.6711 3.2391 -0.070
O 1.4747 -3.1953 -1.9978 -0.059
O -1.1458 2.3387 0.3257 -0.046
O -1.7295 4.2643 1.9688 -0.039
O 2.0262 -3.8251 -0.0979 -0.133
O -1.7154 0.0333 1.3519 -0.016
O -0.5570 -2.3686 3.0840 -0.059
O -0.2160 -0.9983 -3.1707 -0.035
O 3.7475 1.6719 0.8302 0.016
O -1.7733 -4.1409 -0.5169 -0.069
O 3.5239 -0.4501 -1.3211 0.013
O -1.2472 5.0795 -1.9102 0.003


Record 5
19
Properties=species:S:1:pos:R:3:lowdin_charge:R:1 method="wB97M-V/def2-TZVPD" e_homo_ev=-8.68 e_lumo_ev=0.8 de_lowest_kcal_mol=43.3
C -1.0957 -0.1058 2.3132 -0.099
N -0.2790 0.8425 1.3949 -0.114
C -0.3621 0.3264 0.0045 -0.453
C -1.1183 1.4985 -0.7819 -0.189
N -1.6097 0.8692 -2.1052 -0.047
C 1.0502 -0.0040 -0.6230 -0.561
S 1.7071 -1.6040 -0.1662 0.701
H -0.7554 -1.1785 2.2738 0.071
H -2.0130 -0.1306 1.7530 0.052
H -1.0540 0.2917 3.3660 0.086
H 0.6857 1.0436 1.7495 0.108
H -0.9539 -0.6531 0.0127 0.126
H -2.0781 1.8563 -0.3837 0.104
H -0.3530 2.2401 -0.9706 0.092
H -2.6832 0.7149 -1.9941 0.093
H -1.3060 -0.0906 -2.0051 0.012
H 1.7805 0.8562 -0.3918 0.106
H 0.9579 -0.1127 -1.7680 0.081
H 2.8349 -1.4466 0.5134 -0.169


Record 6
16
Properties=species:S:1:pos:R:3:lowdin_charge:R:1 method="wB97M-V/def2-TZVPD" e_homo_ev=-9.83 e_lumo_ev=0.9 de_lowest_kcal_mol=55.9
C -1.4312 -1.6155 1.0089 -0.103
N -0.4482 -1.2070 0.0241 -0.018
C 0.7493 -0.9993 0.3669 -0.245
O 1.6498 -0.4002 -0.4355 -0.061
C 1.3644 0.9086 -1.0144 -0.133
C 0.1501 1.6556 -0.4502 -0.267
O -1.1030 1.1353 -0.8030 -0.089
H -1.8306 -0.7291 1.5259 0.090
H -2.2731 -2.0915 0.4978 0.079
H -1.0144 -2.3064 1.7496 0.078
H 1.1453 -1.2336 1.3665 0.150
H 2.2717 1.4819 -0.7834 0.122
H 1.2874 0.8299 -2.1069 0.127
H 0.2717 1.7267 0.6461 0.119
H 0.2197 2.6891 -0.8301 0.124
H -1.0090 0.1555 -0.7623 0.027


Record 7
14
Properties=species:S:1:pos:R:3:lowdin_charge:R:1 method="wB97M-V/def2-TZVPD" e_homo_ev=-7.70 e_lumo_ev=0.5 de_lowest_kcal_mol=72.9
C -1.9026 0.9086 0.3911 -0.330
C -1.4225 -0.2942 0.0154 -0.589
C 2.0872 0.1049 0.4115 -0.079
C 0.9006 -0.0863 -0.5271 -0.210
N -0.2509 -0.9479 -0.0530 0.033
O -2.5793 -1.0094 -0.3752 -0.362
S -3.5617 0.3731 0.0370 0.920
H -1.4552 1.6272 0.9492 0.030
H 2.7211 -0.7158 0.4611 0.041
H 2.5811 0.9433 -0.0951 0.081
H 1.7608 0.4394 1.3974 0.082
H 0.4497 0.8959 -0.4215 0.093
H 1.1240 -0.4124 -1.5110 0.106
H -0.4522 -1.8265 -0.6798 0.183


Record 8
13
Properties=species:S:1:pos:R:3:lowdin_charge:R:1 method="wB97M-V/def2-TZVPD" e_homo_ev="-3.83 / -3.46" e_lumo_ev="3.1 / 3.1" de_lowest_kcal_mol=46.0 charge=-1
C -0.2682 -0.2343 -0.6082 -0.226
C -0.6683 0.8490 0.3944 -0.501
C -2.3700 -1.0567 -0.1175 -0.406
N -1.2195 -1.2480 -0.7015 -0.049
O 2.6593 0.3124 -1.3885 -0.425
O 2.0718 1.2204 0.8426 -0.410
O 3.0248 -1.0740 0.7709 -0.429
S -2.3812 0.5083 0.8967 0.780
S 2.3355 0.0406 0.0312 0.541
H 0.4191 -0.0346 -1.3859 0.038
H 0.0086 0.6573 1.2282 0.047
H -0.5746 1.8204 0.0011 0.051
H -3.0373 -1.7608 0.0365 -0.009


Computed maximum force (eV Å⁻¹) in order:
3.43; 9.18; 3.69; 5.97; 3.64; 0.56; 3.32; 7.24